50
Properties=species:S:1:pos:R:3 method="wB97M-V/def2-TZVPD" charge=+1 gap_ev=5.85 e_homo_ha=-0.39566
C -5.36 -0.28 -0.31
C -4.85 0.20 -1.69
S -3.03 0.17 -1.80
C -2.46 -1.34 -0.91
C -0.95 -1.41 -1.00
N -0.42 -2.28 -1.84
C 0.93 -2.42 -2.05
S 1.30 -3.68 -3.26
C 1.86 -1.67 -1.37
S 3.64 -1.80 -1.66
O 4.09 -0.49 -2.02
O 4.26 -2.32 -0.48
C 4.28 -2.86 -3.03
F 3.85 -2.52 -4.25
F 5.60 -2.61 -3.03
F 4.19 -4.17 -2.80
C 1.31 -0.72 -0.37
C 2.08 0.12 0.49
N 3.51 0.10 0.53
C 3.99 -0.40 1.55
S 4.66 -0.99 2.82
C 1.47 1.03 1.37
C 2.32 1.96 2.24
C 3.25 2.83 1.32
O 4.07 3.53 1.85
C 0.05 1.15 1.49
P -0.83 2.30 2.65
C -2.28 1.41 3.37
C -1.33 3.87 1.76
C -0.73 0.32 0.69
C -0.12 -0.59 -0.21
H -6.47 -0.32 -0.27
H -5.02 0.38 0.51
H -5.03 -1.32 -0.16
H -5.33 -0.39 -2.49
H -5.19 1.24 -1.84
H -2.93 -2.26 -1.30
H -2.79 -1.23 0.14
H -1.08 -2.86 -2.36
H 1.50 -3.01 -4.43
H 1.71 2.68 2.81
H 2.95 1.35 2.90
H 3.15 2.80 0.21
H -3.16 2.08 3.46
H -2.61 0.53 2.79
H -2.06 1.04 4.39
H -0.82 3.88 0.79
H -0.98 4.71 2.38
H -2.43 3.87 1.65
H -1.81 0.37 0.78

136
Properties=species:S:1:pos:R:3 method="wB97M-V/def2-TZVPD" gap_ev=7.04 e_homo_ha=-0.29766
V -0.55 0.10 0.58
O 6.64 4.03 -2.23
N 6.59 2.81 -2.18
O 7.48 2.07 -2.53
C 5.36 2.21 -1.67
C 5.27 0.83 -1.59
C 4.11 0.23 -1.16
C 2.90 0.97 -0.80
O 1.85 0.44 -0.39
C 3.11 2.41 -0.91
C 4.30 2.99 -1.31
N 1.99 3.26 -0.76
O -0.53 2.47 -1.69
O 2.22 4.43 -0.49
N 4.17 -1.23 -1.10
O 5.26 -1.77 -1.10
O 3.12 -1.84 -1.01
H 6.11 0.21 -1.86
H 4.35 4.07 -1.38
O -2.59 1.74 1.37
Se -1.26 2.55 1.91
O -1.17 4.11 1.53
O 0.04 1.69 1.07
O -1.00 2.19 3.47
N -1.71 0.12 -0.60
P -2.82 1.15 -1.26
C -2.87 0.88 -3.05
C -2.69 1.90 -3.98
C -2.89 1.67 -5.33
C -3.31 0.43 -5.77
C -3.51 -0.60 -4.85
C -3.27 -0.38 -3.51
C -4.46 0.60 -0.75
C -4.60 -0.33 0.28
C -5.87 -0.75 0.66
C -6.99 -0.24 0.02
C -6.85 0.66 -1.02
C -5.58 1.08 -1.41
C -2.70 2.92 -1.08
C -3.72 3.77 -0.66
C -3.47 5.13 -0.57
C -2.20 5.62 -0.86
C -1.17 4.77 -1.24
C -1.43 3.42 -1.34
H -2.40 2.89 -3.65
H -2.73 2.47 -6.04
H -3.48 0.25 -6.82
H -3.86 -1.56 -5.19
H -3.43 -1.19 -2.80
H -3.72 -0.73 0.76
H -5.98 -1.47 1.46
H -7.97 -0.57 0.32
H -7.72 1.04 -1.54
H -5.47 1.76 -2.24
H -4.68 3.38 -0.38
H -4.25 5.80 -0.24
H -2.00 6.68 -0.78
H -0.17 5.14 -1.43
H 0.34 2.56 -1.22
C -2.81 0.01 5.21
N -1.75 -0.41 4.30
C -0.39 -0.39 4.84
C -1.99 -0.43 3.04
O -1.10 -0.67 2.13
H -2.73 -0.54 6.14
H -3.78 -0.17 4.76
H -2.70 1.08 5.40
H -0.36 -1.03 5.72
H -0.16 0.65 5.10
H 0.30 -0.75 4.10
H -3.01 -0.26 2.72
C 4.62 -1.49 2.23
C 3.20 -0.94 2.22
C 3.15 0.51 2.71
C 2.28 -1.83 3.02
C 2.49 -1.98 4.39
C 1.66 -2.76 5.17
C 0.58 -3.41 4.59
C 0.35 -3.32 3.22
C -0.76 -4.15 2.60
C -2.15 -3.77 3.12
C -0.49 -5.64 2.81
C 1.21 -2.52 2.45
N 1.05 -2.55 1.02
B 0.31 -1.78 0.05
N 0.39 -2.53 -1.17
C 1.16 -3.67 -0.91
C 1.55 -3.69 0.37
C -0.28 -2.56 -2.43
C -1.38 -3.42 -2.56
C -1.82 -3.73 -3.84
C -1.19 -3.20 -4.96
C -0.15 -2.30 -4.80
C 0.33 -1.97 -3.54
C 1.49 -1.01 -3.37
C 2.74 -1.46 -4.13
C 1.06 0.40 -3.79
C -2.05 -4.06 -1.36
C -1.80 -5.57 -1.33
C -3.55 -3.77 -1.31
H 5.28 -0.88 1.61
H 4.65 -2.51 1.84
H 5.03 -1.50 3.24
H 2.84 -0.94 1.19
H 3.49 0.58 3.75
H 2.15 0.93 2.64
H 3.81 1.13 2.11
H 3.33 -1.47 4.85
H 1.85 -2.87 6.23
H -0.07 -4.02 5.20
H -0.75 -3.96 1.52
H -2.17 -3.75 4.21
H -2.89 -4.49 2.78
H -2.45 -2.78 2.76
H -0.55 -5.91 3.86
H 0.50 -5.92 2.45
H -1.23 -6.24 2.27
H 1.39 -4.37 -1.70
H 2.16 -4.40 0.89
H -2.64 -4.42 -3.97
H -1.52 -3.47 -5.95
H 0.32 -1.87 -5.68
H 1.74 -0.99 -2.31
H 2.55 -1.54 -5.21
H 3.09 -2.43 -3.78
H 3.54 -0.74 -4.00
H 0.77 0.43 -4.84
H 1.89 1.11 -3.65
H 0.22 0.74 -3.19
H -1.61 -3.62 -0.47
H -2.19 -6.05 -2.23
H -2.30 -6.02 -0.47
H -0.74 -5.79 -1.25
H -4.07 -4.12 -2.20
H -3.75 -2.70 -1.20
H -4.00 -4.27 -0.45

50
Properties=species:S:1:pos:R:3 method="wB97M-V/def2-TZVPD" relative_energy_ev=0.000 gap_ev=8.24 e_homo_ha=-0.29836 smiles="O=C1[C@@H]2C(=NC(=S)N[C@H]2c2ccc(Cl)cc2)N[C@@H](c2ccc(Cl)cc2)N1c1ccc(Cl)cc1"
O 0.71 -1.62 -1.45
C 0.24 -0.85 -0.64
C -0.73 -1.29 0.42
C -0.46 -0.36 1.52
N -0.05 -0.58 2.70
C 0.18 -1.91 3.01
S 0.88 -2.26 4.43
N -0.22 -2.96 2.21
C -0.73 -2.76 0.84
C -2.17 -3.28 0.80
C -2.57 -3.97 -0.32
C -3.84 -4.55 -0.42
C -4.77 -4.47 0.64
Cl -6.30 -5.26 0.52
C -4.42 -3.70 1.78
C -3.12 -3.10 1.84
N -0.56 0.98 1.31
C -0.11 1.50 0.04
C 0.85 2.56 0.45
C 0.49 3.90 0.26
C 1.31 4.94 0.63
C 2.57 4.63 1.20
Cl 3.62 5.93 1.66
C 2.94 3.30 1.38
C 2.05 2.27 1.07
N 0.53 0.52 -0.82
C 1.24 1.01 -1.95
C 2.53 0.54 -2.20
C 3.28 1.05 -3.29
C 2.76 2.08 -4.09
Cl 3.78 2.85 -5.28
C 1.47 2.57 -3.88
C 0.69 2.02 -2.83
H -1.76 -1.01 0.07
H 0.03 -3.89 2.54
H -0.07 -3.31 0.20
H -1.92 -4.18 -1.16
H -4.06 -5.17 -1.28
H -5.12 -3.57 2.60
H -2.89 -2.55 2.75
H -0.17 1.44 2.15
H -0.94 1.93 -0.49
H -0.48 4.14 -0.22
H 1.04 5.97 0.42
H 3.89 3.04 1.82
H 2.36 1.26 1.20
H 2.99 -0.24 -1.61
H 4.30 0.70 -3.47
H 1.06 3.36 -4.47
H -0.31 2.38 -2.57

88
Properties=species:S:1:pos:R:3 method="wB97M-V/def2-TZVPD" relative_energy_ev=0.087 gap_ev=8.41 e_homo_ha=-0.29943 smiles="NC(=O)[C@H](Cc1cc2ccccc2s1)NC(=O)[C@@H]1C[C@@]2(CC(c3cccc(NC(=O)[C@@H]4CCC(=O)N4)c3)=NO2)CN1C(=O)/C=C/Sc1ccccc1"
N -7.11 -2.75 -2.09
C -6.96 -1.43 -2.26
O -7.41 -0.80 -3.20
C -6.18 -0.76 -1.11
C -6.28 0.76 -1.20
C -5.36 1.46 -0.26
C -4.57 2.52 -0.52
C -3.83 2.97 0.61
C -2.94 4.04 0.71
C -2.35 4.31 1.92
C -2.61 3.52 3.04
C -3.48 2.45 2.96
C -4.09 2.19 1.75
S -5.23 0.93 1.40
N -4.78 -1.16 -1.15
C -4.34 -2.31 -0.64
O -5.05 -3.23 -0.26
C -2.80 -2.36 -0.57
C -2.26 -3.75 -0.22
C -1.18 -3.44 0.82
C 0.18 -3.02 0.25
C 1.10 -3.84 1.12
C 2.54 -3.69 1.14
C 3.36 -4.62 1.78
C 4.72 -4.43 1.81
C 5.29 -3.31 1.23
C 4.48 -2.37 0.60
N 5.09 -1.23 0.05
C 4.50 -0.14 -0.49
O 3.30 0.01 -0.67
C 5.49 0.95 -0.94
C 5.79 0.80 -2.45
C 7.11 0.03 -2.49
C 7.76 0.33 -1.14
O 8.90 0.12 -0.81
N 6.79 0.84 -0.34
C 3.11 -2.57 0.54
N 0.46 -4.67 1.85
O -0.88 -4.55 1.68
C -1.83 -2.27 1.58
N -2.34 -1.47 0.49
C -2.03 -0.19 0.18
O -2.36 0.28 -0.91
C -1.26 0.58 1.17
C -0.50 1.60 0.76
S 0.49 2.55 1.81
C 1.37 3.55 0.63
C 1.48 4.92 0.86
C 2.17 5.71 -0.04
C 2.75 5.14 -1.16
C 2.65 3.78 -1.38
C 1.97 2.98 -0.48
H -6.61 -3.22 -1.35
H -7.55 -3.29 -2.82
H -6.61 -1.12 -0.16
H -7.32 1.04 -1.00
H -6.06 1.06 -2.23
H -4.50 2.98 -1.49
H -2.73 4.65 -0.16
H -1.66 5.14 2.01
H -2.12 3.75 3.98
H -3.69 1.84 3.83
H -4.10 -0.45 -1.38
H -2.40 -1.99 -1.52
H -1.87 -4.28 -1.08
H -3.05 -4.35 0.24
H 0.34 -1.95 0.34
H 0.30 -3.30 -0.80
H 2.90 -5.48 2.25
H 5.36 -5.15 2.30
H 6.36 -3.16 1.27
H 6.09 -1.19 0.14
H 5.02 1.92 -0.71
H 5.91 1.79 -2.89
H 4.98 0.29 -2.96
H 6.95 -1.04 -2.57
H 7.76 0.34 -3.30
H 6.98 1.16 0.60
H 2.50 -1.84 0.04
H -1.12 -1.74 2.21
H -2.65 -2.64 2.20
H -1.32 0.32 2.21
H -0.47 1.87 -0.29
H 1.02 5.35 1.74
H 2.25 6.77 0.14
H 3.28 5.77 -1.86
H 3.11 3.33 -2.25
H 1.92 1.91 -0.64

28
Properties=species:S:1:pos:R:3 method="wB97M-V/def2-TZVPD" charge=+2 gap_ev=3.23 e_homo_ha=-0.58282
C 3.40 1.94 -1.49
O 1.98 2.09 -1.72
B 1.24 2.52 -0.66
O 1.21 3.80 -0.26
C 0.35 1.43 0.09
C -0.91 1.60 0.49
C -1.58 0.50 1.17
O -2.39 0.64 2.06
C -1.24 -0.86 0.73
P -2.50 -2.15 0.79
N -4.00 -1.67 0.51
C -0.01 -1.08 0.29
P 0.59 -2.68 -0.35
N -0.21 -3.07 -1.68
C 0.97 0.10 0.34
O 2.11 -0.11 0.64
H 3.90 2.20 -2.41
H 3.66 0.92 -1.26
H 3.77 2.58 -0.70
H 2.07 4.20 -0.35
H -1.44 2.51 0.31
H -2.40 -2.76 2.06
H -2.08 -3.14 -0.17
H -4.04 -0.67 0.30
H 0.41 -3.65 0.65
H 1.96 -2.54 -0.63
H -0.87 -2.36 -1.98
Pd -3.94 -0.30 3.21

17
Properties=species:S:1:pos:R:3 method="wB97M-V/def2-TZVPD" relative_energy_ev=3.102 gap_ev=9.57 e_homo_ha=-0.32243 smiles="NCNCC=O.O"
N 0.12 1.69 2.28
C -0.51 1.41 1.07
N 0.26 0.31 0.34
C 0.44 0.34 -1.14
C 1.05 -1.01 -1.62
O 1.65 -1.75 -0.82
H 0.32 2.68 2.38
H -0.61 1.53 3.05
H -1.63 1.09 1.34
H -0.57 2.28 0.27
H 0.74 -0.17 1.11
H 1.09 1.14 -1.59
H -0.58 0.49 -1.65
H 0.85 -1.35 -2.69
O -2.23 -1.14 -0.34
H -2.32 -1.93 -0.90
H -1.25 -1.00 -0.23

37
Properties=species:S:1:pos:R:3 method="wB97M-V/def2-TZVPD" charge=-2 gap_ev=4.84 e_homo_ha=-0.00939
Ir -0.01 0.32 -0.18
S -2.07 -0.65 0.01
C -1.66 -2.20 0.74
C -2.67 -3.01 1.25
C -2.40 -4.27 1.77
C -1.09 -4.73 1.80
C -0.07 -3.93 1.32
C -0.33 -2.66 0.80
S 1.00 -1.67 0.21
H -3.69 -2.64 1.22
H -3.21 -4.88 2.15
H -0.86 -5.71 2.21
H 0.96 -4.28 1.35
F 6.00 -0.04 -4.05
C 4.70 -0.07 -3.68
C 4.29 0.51 -2.49
F 5.19 1.13 -1.71
C 2.96 0.47 -2.12
F 2.65 1.10 -0.97
C 1.96 -0.15 -2.89
S 0.27 -0.22 -2.48
C 2.43 -0.71 -4.09
F 1.57 -1.33 -4.92
C 3.75 -0.68 -4.48
F 4.13 -1.25 -5.64
Cl -2.03 2.70 -0.91
C -2.06 3.09 0.79
C -2.88 4.12 1.19
C -2.90 4.55 2.51
C -2.04 3.93 3.42
C -1.21 2.91 3.00
Cl -0.16 2.19 4.20
C -1.14 2.39 1.66
N -0.28 1.49 1.30
H -3.51 4.59 0.45
H -3.55 5.35 2.83
H -2.01 4.23 4.45

12
Properties=species:S:1:pos:R:3 method="wB97M-V/def2-TZVPD" relative_energy_ev=4.753 gap_ev=9.76 e_homo_ha=-0.32850
C -0.65 -0.70 0.16
C 0.80 -0.95 -0.38
C 0.92 0.56 -0.20
H -0.80 -0.90 1.18
H -1.59 -1.11 -0.34
H 1.61 -1.69 0.02
H 0.71 -1.28 -1.52
H 1.20 1.04 -1.09
H 1.63 0.88 0.64
N -1.08 1.76 0.62
N -0.48 0.76 0.10
O -2.28 1.64 0.83

82
Properties=species:S:1:pos:R:3 method="wB97M-V/def2-TZVPD" charge=+2 gap_ev="8.61 / 6.50" multiplicity=5 e_homo_ha="-0.47792 / -0.49808"
Co 0.21 -0.75 -0.23
C 1.94 -3.43 -1.35
O 1.23 -2.77 -0.29
C 1.62 -3.26 0.99
C 0.67 -2.70 2.00
O 0.68 -1.27 1.81
C 0.01 -0.54 2.84
C -1.47 -0.51 2.57
O -1.61 -0.06 1.23
C -2.97 0.08 0.86
H 1.74 -4.50 -1.31
H 1.57 -3.03 -2.29
H 3.01 -3.25 -1.25
H 1.58 -4.35 0.99
H 2.65 -2.94 1.20
H -0.34 -3.08 1.84
H 1.00 -2.93 3.01
H 0.25 -0.98 3.81
H 0.42 0.47 2.80
H -1.94 -1.49 2.69
H -1.95 0.19 3.26
H -3.45 0.85 1.46
H -3.00 0.36 -0.19
H -3.50 -0.87 0.99
C 5.25 2.06 0.52
C 5.15 0.88 -0.42
C 6.33 0.39 -0.97
C 6.34 -0.61 -1.93
C 5.14 -1.15 -2.38
C 3.96 -0.70 -1.82
C 3.95 0.28 -0.83
P 2.28 0.75 -0.29
C 2.37 1.45 1.38
C 2.94 0.56 2.29
C 3.04 0.88 3.64
C 2.55 2.09 4.08
C 1.98 2.98 3.18
C 1.89 2.69 1.81
C 1.31 3.75 0.90
C 1.77 1.92 -1.59
C 2.70 2.59 -2.35
C 2.32 3.29 -3.50
C 1.00 3.27 -3.92
C 0.05 2.59 -3.19
C 0.40 1.93 -1.98
C -0.61 1.35 -1.19
H 6.19 2.58 0.35
H 5.23 1.76 1.57
H 4.44 2.77 0.37
H 7.27 0.83 -0.67
H 7.28 -0.96 -2.34
H 5.13 -1.90 -3.15
H 3.02 -1.10 -2.17
H 3.33 -0.39 1.95
H 3.51 0.18 4.32
H 2.61 2.36 5.13
H 1.61 3.93 3.53
H 1.06 4.63 1.48
H 0.40 3.42 0.40
H 2.02 4.04 0.13
H 3.75 2.56 -2.08
H 3.07 3.83 -4.07
H 0.71 3.79 -4.83
H -0.99 2.59 -3.50
H -1.63 1.37 -1.52
H -0.48 1.30 -0.10
C -4.34 -3.33 -0.57
N -4.13 -2.35 -1.63
C -5.13 -1.81 -2.41
C -4.53 -1.01 -3.31
N -3.17 -1.07 -3.08
C -2.17 -0.41 -3.90
C -2.93 -1.88 -2.03
Se -1.28 -2.46 -1.32
H -5.38 -3.63 -0.58
H -4.09 -2.90 0.40
H -3.71 -4.20 -0.75
H -6.16 -2.07 -2.26
H -4.94 -0.42 -4.12
H -2.55 -0.35 -4.92
H -1.26 -1.00 -3.89
H -1.97 0.59 -3.53